No. 1
The following is a quantum chemistry calculation of a molecular structure, C56H59FMoN9O6Te, from OMol25.

**Charge**: +2
**Spin multiplicity**: 2
**Molecular weight**: 1196.7 g mol⁻¹
**Energy**: -96581.459 eV
**Maximum force**: 0.01596 Eh/bohr

Each line ends with the Löwdin spin population.
Geometry (Å):
1 Mo 0.021 -0.539 0.206  0.841
2 O 1.412 1.626 -3.113  0.021
3 C 0.747 1.041 -2.281  0.008
4 N 1.181 0.551 -1.096  0.014
5 C 2.589 0.736 -0.811  0.002
6 C 2.736 0.754 0.664  0.000
7 C 3.864 1.214 1.332  0.000
8 C 3.878 1.205 2.710  0.001
9 C 2.762 0.737 3.401  0.000
10 C 1.690 0.268 2.682  0.004
11 N 1.683 0.278 1.338  -0.004
12 C -0.727 0.853 -2.425  0.003
13 C -1.421 1.296 -3.531  -0.001
14 C -2.799 1.175 -3.531  0.003
15 C -3.424 0.628 -2.420  -0.001
16 C -2.656 0.194 -1.358  0.003
17 N -1.324 0.308 -1.362  -0.003
18 H 2.957 1.660 -1.262  0.000
19 H 3.191 -0.081 -1.227  0.001
20 H 4.708 1.569 0.757  0.000
21 H 4.748 1.557 3.249  0.000
22 H 2.738 0.710 4.480  0.000
23 H 0.819 -0.153 3.162  0.001
24 H -0.863 1.727 -4.351  0.000
25 H -3.381 1.505 -4.382  0.000
26 H -4.499 0.521 -2.376  0.000
27 H -3.100 -0.286 -0.501  0.000
28 C -5.011 3.721 4.851  0.000
29 C -3.870 2.839 5.330  0.000
30 N -2.925 2.507 4.251  0.001
31 C -3.041 1.321 3.633  0.001
32 C -2.278 0.910 2.578  0.001
33 C -2.588 -0.441 2.001  0.005
34 O -3.595 -1.021 2.343  0.002
35 O -1.737 -0.923 1.139  0.029
36 C -1.304 1.792 2.034  0.001
37 O -0.611 1.549 1.024  0.007
38 C -1.164 3.078 2.716  0.000
39 C -0.203 3.988 2.272  0.000
40 C -0.077 5.205 2.874  0.000
41 F 0.838 6.067 2.388  0.000
42 C -0.887 5.589 3.956  0.000
43 C -1.821 4.673 4.410  0.000
44 C -1.983 3.423 3.799  0.000
45 N -0.789 6.846 4.599  0.000
46 C -1.996 7.653 4.729  0.000
47 C -1.994 8.296 6.119  0.000
48 N -0.556 8.469 6.546  0.000
49 C 0.294 8.878 5.379  0.000
50 C 0.386 7.694 4.405  0.000
51 H -5.691 3.930 5.676  0.000
52 H -5.578 3.220 4.066  0.000
53 H -4.652 4.670 4.451  0.000
54 H -4.253 1.893 5.707  0.000
55 H -3.315 3.291 6.151  0.000
56 H -3.810 0.653 4.001  0.000
57 H 0.422 3.730 1.426  0.000
58 H -2.425 4.935 5.267  0.000
59 H -2.885 7.039 4.618  0.000
60 H -2.041 8.420 3.947  0.000
61 H -2.473 7.671 6.869  0.000
62 H -2.458 9.281 6.123  0.000
63 H -0.215 7.572 6.895  0.000
64 H -0.487 9.145 7.307  0.000
65 H 1.273 9.179 5.744  0.000
66 H -0.194 9.745 4.939  0.000
67 H 1.282 7.110 4.610  0.000
68 H 0.473 8.098 3.394  0.000
69 C 1.921 -2.499 -9.972  0.000
70 C 1.792 -2.500 -8.473  0.000
71 C 2.521 -3.383 -7.687  0.000
72 C 2.412 -3.397 -6.302  0.000
73 C 3.247 -4.386 -5.533  0.000
74 C 1.542 -2.489 -5.675  0.001
75 Te 1.313 -2.563 -3.557  0.002
76 N 0.997 -1.993 -0.388  0.023
77 C 0.741 -2.714 0.724  0.011
78 O 0.486 -1.983 1.750  0.020
79 C 0.623 -4.171 0.801  0.000
80 C 0.398 -4.773 2.039  0.000
81 C 0.281 -6.150 2.115  0.000
82 C 0.379 -6.918 0.959  0.000
83 C 0.592 -6.316 -0.275  0.000
84 C 0.718 -4.939 -0.358  0.001
85 C 3.244 -1.776 -3.160  0.000
86 C 3.604 -0.631 -3.872  0.000
87 C 4.830 -0.020 -3.668  0.000
88 C 5.707 -0.546 -2.729  0.000
89 C 5.357 -1.688 -2.027  0.000
90 C 4.132 -2.330 -2.231  0.000
91 C 3.836 -3.578 -1.444  0.000
92 C 0.805 -1.583 -6.449  0.000
93 C -0.146 -0.557 -5.881  0.000
94 C 0.945 -1.610 -7.834  0.000
95 H 2.585 -3.292 -10.312  0.000
96 H 2.322 -1.548 -10.326  0.000
97 H 0.950 -2.642 -10.448  0.000
98 H 3.196 -4.082 -8.167  0.000
99 H 3.893 -4.944 -6.209  0.000
100 H 2.620 -5.097 -4.989  0.000
101 H 3.881 -3.883 -4.802  0.000
102 H 0.320 -4.157 2.925  0.000
103 H 0.116 -6.628 3.071  0.000
104 H 0.291 -7.995 1.024  0.000
105 H 0.667 -6.921 -1.170  0.000
106 H 0.879 -4.450 -1.311  0.000
107 H 2.913 -0.210 -4.591  0.000
108 H 5.094 0.862 -4.237  0.000
109 H 6.671 -0.083 -2.560  0.000
110 H 6.056 -2.116 -1.317  0.000
111 H 4.759 -4.104 -1.202  0.000
112 H 3.187 -4.253 -2.001  0.000
113 H 3.331 -3.342 -0.504  0.000
114 H -0.131 -0.542 -4.794  0.000
115 H -1.169 -0.762 -6.207  0.000
116 H 0.119 0.440 -6.241  0.000
117 H 0.370 -0.905 -8.428  0.000
118 N -1.724 -2.541 -1.315  0.000
119 C -2.499 -3.277 -0.866  0.000
120 N -3.413 -4.071 -0.336  0.000
121 C -2.956 -5.328 0.285  0.000
122 C -2.945 -6.433 -0.756  0.000
123 O -4.223 -6.566 -1.353  0.000
124 C -4.605 -5.381 -2.027  0.000
125 C -4.691 -4.218 -1.053  0.000
126 H -3.667 -5.568 1.077  0.000
127 H -1.975 -5.174 0.729  0.000
128 H -2.705 -7.392 -0.300  0.000
129 H -2.193 -6.210 -1.525  0.000
130 H -5.575 -5.575 -2.483  0.000
131 H -3.882 -5.149 -2.821  0.000
132 H -5.460 -4.410 -0.304  0.000
133 H -4.923 -3.284 -1.564  0.000


No. 2
The following is a quantum chemistry calculation of 8 unconnected molecules or ions with the total composition C56H61FNO2, from OMol25.

**Charge**: +1
**Molecular weight**: 799.1 g mol⁻¹
**Energy**: -67344.751 eV
**Maximum force**: 0.19176 Eh/bohr

Each line ends with the Löwdin charge.
Geometry (Å):
1 C 2.113 5.533 5.323  -0.109
2 C 1.403 5.927 3.889  -0.169
3 C 1.145 7.446 3.325  -0.009
4 C 0.410 7.783 1.871  -0.033
5 C -0.127 6.541 0.929  -0.032
6 C 0.098 5.000 1.469  -0.134
7 C -0.447 3.661 0.629  -0.110
8 N -1.730 3.246 1.312  -0.171
9 C -2.050 1.769 1.246  -0.080
10 C -3.246 1.523 2.389  -0.102
11 O -4.433 2.382 2.166  -0.142
12 C -4.074 3.807 2.105  -0.246
13 C -5.318 4.831 1.808  -0.005
14 C -5.461 5.962 3.029  -0.153
15 O -6.435 5.726 3.926  0.025
16 F -4.637 7.188 3.139  -0.022
17 C -2.970 3.990 0.862  -0.058
18 C 0.856 4.685 2.924  0.009
19 H 2.067 4.364 5.435  0.079
20 H 3.222 5.922 5.418  0.098
21 H 1.402 5.979 6.172  0.101
22 H 1.493 8.365 3.994  0.106
23 H 0.241 8.913 1.543  0.099
24 H -0.686 6.660 -0.101  0.094
25 H -0.558 3.936 -0.510  0.158
26 H 0.325 2.773 0.697  0.139
27 H -1.608 3.476 2.344  0.162
28 H -2.468 1.404 0.210  0.127
29 H -1.102 1.116 1.487  0.156
30 H -3.498 0.387 2.546  0.161
31 H -2.760 1.915 3.407  0.147
32 H -3.525 4.212 3.076  0.174
33 H -5.031 5.445 0.841  0.136
34 H -6.290 4.191 1.696  0.156
35 H -3.428 3.566 -0.155  0.173
36 H -2.685 5.134 0.688  0.153
37 H 0.959 3.541 3.244  0.100
38 C -5.066 1.822 -2.734  -0.095
39 C -4.136 1.085 -2.002  -0.124
40 C -3.007 0.562 -2.633  -0.109
41 C -2.804 0.786 -3.995  -0.083
42 C -3.732 1.526 -4.726  -0.080
43 C -4.866 2.041 -4.097  -0.083
44 H -5.947 2.226 -2.243  0.102
45 H -4.291 0.917 -0.939  0.086
46 H -2.286 -0.018 -2.064  0.088
47 H -1.922 0.382 -4.486  0.107
48 H -3.572 1.701 -5.787  0.108
49 H -5.591 2.613 -4.668  0.107
50 C 3.501 0.618 -1.213  -0.085
51 C 2.238 1.069 -1.596  -0.098
52 C 1.102 0.332 -1.260  -0.118
53 C 1.229 -0.851 -0.532  -0.112
54 C 2.492 -1.300 -0.146  -0.101
55 C 3.628 -0.568 -0.490  -0.088
56 H 4.386 1.191 -1.478  0.106
57 H 2.138 1.994 -2.157  0.102
58 H 0.119 0.680 -1.565  0.079
59 H 0.344 -1.423 -0.266  0.100
60 H 2.590 -2.221 0.423  0.109
61 H 4.612 -0.921 -0.194  0.109
62 C 7.631 -2.194 -3.462  -0.094
63 C 6.306 -1.993 -3.076  -0.100
64 C 5.538 -3.069 -2.631  -0.101
65 C 6.099 -4.345 -2.562  -0.086
66 C 7.425 -4.544 -2.945  -0.090
67 C 8.190 -3.470 -3.398  -0.091
68 H 8.228 -1.356 -3.812  0.101
69 H 5.871 -0.998 -3.123  0.092
70 H 4.504 -2.914 -2.336  0.079
71 H 5.502 -5.182 -2.211  0.090
72 H 7.863 -5.538 -2.889  0.103
73 H 9.222 -3.627 -3.701  0.103
74 C 1.927 -3.928 -4.105  -0.094
75 C 1.587 -4.890 -5.056  -0.087
76 C 0.830 -6.001 -4.686  -0.085
77 C 0.403 -6.145 -3.366  -0.108
78 C 0.739 -5.181 -2.416  -0.105
79 C 1.504 -4.075 -2.784  -0.099
80 H 2.520 -3.064 -4.393  0.100
81 H 1.915 -4.774 -6.086  0.104
82 H 0.571 -6.754 -5.426  0.105
83 H -0.192 -7.008 -3.078  0.097
84 H 0.404 -5.292 -1.387  0.101
85 H 1.771 -3.327 -2.042  0.073
86 C -3.609 12.418 1.541  -0.093
87 C -5.000 12.328 1.524  -0.090
88 C -5.627 11.129 1.865  -0.087
89 C -4.861 10.023 2.233  -0.100
90 C -3.470 10.114 2.254  -0.105
91 C -2.843 11.309 1.904  -0.102
92 H -3.121 13.351 1.273  0.103
93 H -5.597 13.192 1.243  0.104
94 H -6.711 11.058 1.844  0.103
95 H -5.350 9.090 2.503  0.076
96 H -2.874 9.252 2.543  0.084
97 H -1.759 11.378 1.916  0.093
98 C 4.425 -8.402 -1.176  -0.094
99 C 3.162 -7.952 -1.558  -0.090
100 C 2.026 -8.688 -1.223  -0.100
101 C 2.153 -9.872 -0.495  -0.098
102 C 3.416 -10.320 -0.108  -0.088
103 C 4.552 -9.589 -0.452  -0.092
104 H 5.310 -7.830 -1.440  0.092
105 H 3.063 -7.026 -2.120  0.087
106 H 1.043 -8.341 -1.527  0.079
107 H 1.268 -10.443 -0.229  0.097
108 H 3.515 -11.242 0.460  0.103
109 H 5.536 -9.941 -0.156  0.101
110 C -1.572 -9.768 2.258  -0.093
111 C -0.708 -8.968 1.511  -0.109
112 C 0.250 -8.185 2.155  -0.099
113 C 0.351 -8.210 3.546  -0.096
114 C -0.511 -9.013 4.293  -0.097
115 C -1.476 -9.788 3.650  -0.095
116 H -2.321 -10.375 1.757  0.101
117 H -0.782 -8.954 0.427  0.092
118 H 0.919 -7.557 1.573  0.096
119 H 1.101 -7.604 4.047  0.099
120 H -0.432 -9.033 5.377  0.101
121 H -2.150 -10.409 4.232  0.101


No. 3
The following is a quantum chemistry calculation of a molecular structure, C56H63BN14OS2SnTe, from OMol25.

**Charge**: -2
**Molecular weight**: 1269.5 g mol⁻¹
**Energy**: -117477.136 eV
**Maximum force**: 0.04189 Eh/bohr

Each line ends with the Löwdin charge.
Geometry (Å):
1 Sn -0.616 0.060 0.778  1.256
2 C -2.696 2.304 2.798  -0.022
3 C -1.734 3.063 1.963  -0.353
4 C -1.511 4.442 1.978  -0.012
5 C -0.529 4.644 1.037  -0.056
6 N -0.195 3.459 0.502  0.027
7 N -0.923 2.498 1.079  -0.032
8 B 0.866 3.317 -0.607  -0.694
9 N 0.705 2.235 -1.673  -0.013
10 C 1.285 2.367 -2.883  -0.080
11 C 1.471 1.116 -3.414  -0.028
12 C 0.970 0.242 -2.439  -0.366
13 C 1.005 -1.237 -2.464  -0.061
14 N 0.516 0.939 -1.412  -0.022
15 N 2.235 2.955 0.051  0.026
16 C 3.446 3.539 0.057  -0.088
17 C 4.360 2.640 0.564  -0.037
18 C 3.605 1.489 0.830  -0.352
19 C 4.065 0.179 1.365  -0.026
20 N 2.337 1.706 0.520  0.093
21 N 0.829 4.656 -1.365  -0.027
22 C 1.451 5.844 -1.210  -0.109
23 C 0.816 6.770 -2.007  -0.037
24 C -0.224 6.048 -2.617  -0.359
25 C -1.277 6.533 -3.554  -0.041
26 N -0.191 4.792 -2.219  0.126
27 H -3.223 1.573 2.194  0.029
28 H -2.171 1.755 3.578  0.073
29 H -3.414 2.985 3.249  0.082
30 H -2.009 5.174 2.582  0.094
31 H -0.065 5.558 0.726  0.110
32 H 1.529 3.327 -3.299  0.111
33 H 1.929 0.859 -4.350  0.094
34 H 0.390 -1.612 -3.275  0.061
35 H 2.030 -1.582 -2.613  0.049
36 H 0.634 -1.640 -1.525  0.024
37 H 3.612 4.536 -0.296  0.085
38 H 5.411 2.788 0.717  0.084
39 H 5.141 0.186 1.543  0.076
40 H 3.547 -0.053 2.294  0.064
41 H 3.823 -0.616 0.657  0.042
42 H 2.280 5.978 -0.543  0.098
43 H 1.055 7.811 -2.122  0.085
44 H -1.362 7.618 -3.512  0.066
45 H -1.050 6.236 -4.577  0.069
46 H -2.227 6.082 -3.283  0.075
47 S -2.631 2.239 -1.544  0.814
48 C -4.080 1.828 -0.770  -0.748
49 C -5.134 2.736 -0.971  -0.327
50 N -5.942 3.531 -1.177  0.151
51 C -4.319 0.698 0.007  -0.714
52 S -3.188 -0.538 0.466  0.620
53 C -5.624 0.485 0.458  -0.320
54 N -6.706 0.313 0.823  0.166
55 C -4.982 -2.356 -2.683  -0.027
56 C -3.856 -1.507 -3.156  -0.321
57 C -3.744 -0.619 -4.207  -0.004
58 C -2.418 -0.148 -4.163  -0.375
59 N -1.775 -0.718 -3.161  0.082
60 N -2.641 -1.535 -2.573  0.028
61 C -1.732 0.817 -5.066  -0.038
62 H -5.707 -2.507 -3.480  0.073
63 H -5.483 -1.892 -1.834  0.068
64 H -4.609 -3.328 -2.360  0.078
65 H -4.510 -0.354 -4.907  0.095
66 H -2.368 -2.010 -1.724  0.124
67 H -2.366 1.081 -5.909  0.067
68 H -0.802 0.386 -5.431  0.069
69 H -1.481 1.718 -4.512  0.059
70 C 9.368 -5.927 -0.590  -0.070
71 C 7.938 -5.471 -0.645  -0.294
72 C 7.615 -4.203 -1.097  -0.040
73 C 6.301 -3.753 -1.126  -0.322
74 C 6.042 -2.347 -1.596  -0.093
75 C 5.259 -4.595 -0.720  -0.285
76 Te 3.151 -3.602 -0.463  1.603
77 N 1.222 -3.152 0.087  -0.180
78 C 0.479 -2.934 1.107  -0.685
79 O -0.667 -2.420 1.023  -0.239
80 C 0.967 -3.321 2.475  -0.164
81 C 2.241 -2.960 2.880  -0.060
82 C 2.694 -3.296 4.140  -0.080
83 C 1.880 -4.021 4.992  -0.104
84 C 0.607 -4.389 4.590  -0.091
85 C 0.145 -4.031 3.338  -0.036
86 C 2.233 -5.126 -1.640  -0.341
87 C 2.447 -5.163 -3.018  -0.295
88 C 3.501 -4.329 -3.678  -0.080
89 C 1.683 -6.003 -3.817  -0.025
90 C 0.694 -6.806 -3.278  -0.281
91 C -0.186 -7.659 -4.145  -0.062
92 C 0.521 -6.792 -1.903  -0.022
93 C 1.277 -5.972 -1.075  -0.302
94 C 1.013 -6.060 0.396  -0.079
95 C 5.589 -5.867 -0.247  -0.307
96 C 4.503 -6.767 0.264  -0.067
97 C 6.908 -6.298 -0.219  -0.036
98 H 10.032 -5.131 -0.921  0.064
99 H 9.520 -6.799 -1.227  0.071
100 H 9.638 -6.201 0.431  0.072
101 H 8.408 -3.539 -1.427  0.102
102 H 6.978 -1.859 -1.869  0.069
103 H 5.561 -1.764 -0.810  0.046
104 H 5.388 -2.335 -2.468  0.057
105 H 2.862 -2.390 2.204  0.058
106 H 3.683 -2.994 4.456  0.098
107 H 2.237 -4.291 5.975  0.090
108 H -0.026 -4.950 5.264  0.096
109 H -0.856 -4.286 3.023  0.116
110 H 3.655 -3.418 -3.101  0.000
111 H 3.210 -4.068 -4.695  0.078
112 H 4.444 -4.879 -3.717  0.089
113 H 1.848 -6.008 -4.887  0.109
114 H 0.198 -7.710 -5.162  0.067
115 H -1.190 -7.236 -4.178  0.079
116 H -0.264 -8.669 -3.742  0.072
117 H -0.233 -7.430 -1.462  0.117
118 H 0.853 -7.099 0.687  0.085
119 H 0.117 -5.492 0.645  0.082
120 H 1.831 -5.639 0.976  0.033
121 H 4.061 -6.331 1.162  0.074
122 H 4.894 -7.753 0.510  0.069
123 H 3.717 -6.874 -0.481  0.062
124 H 7.139 -7.290 0.154  0.107
125 C -2.488 -1.696 3.842  -0.079
126 C -1.231 -0.991 4.208  -0.425
127 C -0.595 -1.036 5.447  -0.119
128 C 0.475 -0.149 5.367  -0.117
129 C 0.438 0.393 4.086  -0.426
130 C 1.312 1.481 3.570  -0.072
131 N -0.597 -0.125 3.377  -0.029
132 H -2.618 -2.576 4.474  0.065
133 H -2.461 -1.987 2.794  0.013
134 H -3.348 -1.038 3.994  0.063
135 H -0.891 -1.627 6.297  0.075
136 H 1.201 0.084 6.128  0.072
137 H 0.876 2.460 3.794  0.069
138 H 1.429 1.403 2.491  0.007
139 H 2.293 1.435 4.048  0.070